No. 1
Below is a structure of composition C52H120BBeN8O24 at a distorted geometry, with properties calculated with ωB97M-V/def2-TZVPD.

Calculated values
2S+1: 1
Relative energy (zero: lowest compared OMol25 entry of this formula, charge and spin) in eV: 0.000
Frontier orbital gap in eV: 5.5139
HOMO in eV: -8.567
Total charge: +1
E_tot in eV: -117993.3166

Each line ends with the Löwdin charge.
Geometry (Å):
Be -3.7007 -4.1763 -1.1756  0.819
O -1.4547 -2.3342 2.6444  0.094
C -1.1859 -1.4482 1.8615  -0.379
O -0.3919 -0.4260 1.9726  0.260
B -0.1358 0.1902 0.6453  -0.857
O -0.9431 -0.6583 -0.2684  0.275
C -1.6750 -1.4920 0.3920  -0.349
O -2.3673 -2.3792 -0.0555  0.072
O 1.3166 0.0356 0.3553  0.184
C 1.8021 1.1811 -0.0697  -0.347
O 2.9301 1.4070 -0.4082  0.164
C 0.6658 2.2370 0.0141  -0.327
O -0.4100 1.5946 0.5016  0.229
O 0.6595 3.3422 -0.4098  0.183
C -6.7675 -3.3062 -2.9092  -0.055
O -5.9376 -3.7345 -1.8397  -0.214
C -6.4017 -3.1806 -0.6325  -0.205
C -5.8481 -3.9258 0.5280  -0.152
N -4.4286 -3.5691 0.7045  -0.043
C -3.6764 -4.3454 1.7231  -0.131
C -3.4439 -5.8357 1.4706  -0.176
O -3.4474 -6.0266 0.0917  -0.225
C -3.0662 -7.3339 -0.2813  -0.065
H -6.8705 -2.2223 -2.8193  0.109
H -7.7809 -3.7205 -2.8654  0.109
H -6.4115 -3.6008 -3.8867  0.080
H -7.4918 -3.1773 -0.6555  0.142
H -5.9981 -2.1598 -0.6006  0.148
H -5.9259 -5.0101 0.4281  0.138
H -6.3098 -3.6512 1.4833  0.148
H -4.4478 -2.6406 1.1195  0.144
H -4.1286 -4.1358 2.6944  0.119
H -2.6766 -3.9034 1.7343  0.070
H -4.2440 -6.4235 1.9386  0.126
H -2.5012 -6.1281 1.9337  0.144
H -3.1582 -7.4713 -1.3557  0.069
H -3.7654 -8.0447 0.1757  0.109
H -2.0790 -7.6699 0.0430  0.113
C -0.6459 -4.6692 0.2183  -0.028
O -1.5528 -4.8934 -0.8961  -0.231
C -0.8118 -4.8709 -2.0994  -0.203
C -1.7376 -5.3185 -3.2112  -0.164
N -2.6412 -4.1465 -3.3125  -0.015
C -3.5603 -4.2995 -4.4556  -0.170
C -4.2772 -5.6292 -4.3247  -0.216
O -4.5458 -5.8791 -2.9551  -0.249
C -5.2350 -7.1237 -2.7955  -0.051
H -1.1421 -4.3352 1.1294  0.068
H 0.0893 -3.9166 -0.0529  0.103
H -0.2613 -5.6570 0.4651  0.110
H 0.0687 -5.5280 -2.1128  0.145
H -0.3549 -3.8807 -2.2213  0.142
H -2.1813 -6.2727 -2.9412  0.114
H -1.1294 -5.4793 -4.1065  0.146
H -1.9621 -3.5465 -3.7834  0.137
H -3.0559 -4.2038 -5.4238  0.139
H -4.2950 -3.4987 -4.5852  0.114
H -3.6475 -6.4240 -4.7351  0.130
H -5.2025 -5.6168 -4.9027  0.136
H -6.2982 -6.8517 -2.7378  0.104
H -5.0933 -7.5458 -1.8007  0.076
H -5.0635 -7.8150 -3.6153  0.107
C 5.9915 6.4990 -4.3063  -0.121
O 5.1504 5.5105 -3.7815  -0.189
C 3.9745 6.0644 -3.2091  -0.233
C 3.0624 4.9212 -2.7819  -0.192
N 3.6248 4.0280 -1.7733  -0.016
C 4.1416 4.6734 -0.5618  -0.177
C 4.9700 3.6927 0.2353  -0.219
O 6.0572 3.0748 -0.4643  -0.167
C 6.8782 2.4181 0.4534  -0.149
H 6.2853 7.2865 -3.6060  0.080
H 5.5228 6.8559 -5.2385  0.091
H 6.9198 6.0277 -4.6347  0.078
H 3.4406 6.5774 -4.0228  0.120
H 4.2764 6.8062 -2.4659  0.109
H 2.7330 4.4560 -3.7119  0.106
H 2.1631 5.4430 -2.4017  0.112
H 2.8010 3.5523 -1.4225  0.060
H 3.3014 4.9823 0.0737  0.106
H 4.7165 5.5816 -0.7380  0.115
H 4.4388 2.8154 0.6082  0.093
H 5.3836 4.2422 1.0936  0.119
H 7.5619 3.1486 0.9011  0.086
H 7.5477 1.6844 -0.0040  0.084
H 6.3444 1.8483 1.2232  0.076
C 5.2243 10.7943 -2.2757  -0.116
O 3.8864 10.6010 -2.6909  -0.193
C 3.0095 11.4929 -2.0120  -0.221
C 1.6313 11.2997 -2.6479  -0.201
N 0.9598 10.0659 -2.2477  -0.050
C 0.4174 10.1672 -0.9043  -0.241
C -0.1575 8.8852 -0.3410  -0.228
O 0.8958 7.9429 -0.2174  -0.186
C 0.4494 6.7433 0.3599  -0.120
H 5.3360 11.1186 -1.2327  0.085
H 5.7257 11.5362 -2.8997  0.089
H 5.6994 9.8152 -2.2686  0.076
H 3.3474 12.5289 -2.1218  0.122
H 3.0020 11.2260 -0.9516  0.112
H 1.6555 11.3260 -3.7367  0.116
H 1.0083 12.1611 -2.3905  0.114
H 1.6074 9.2828 -2.2506  0.106
H -0.3321 10.9663 -0.9086  0.119
H 1.1412 10.5350 -0.1550  0.112
H -0.7588 8.4384 -1.1519  0.125
H -0.7713 9.1281 0.5307  0.125
H -0.3792 6.2974 -0.2021  0.081
H 0.1877 6.8480 1.4200  0.092
H 1.2556 6.0126 0.3695  0.060
C 5.8329 -3.5912 4.7502  -0.094
O 6.1833 -3.2383 3.4203  -0.193
C 5.9482 -1.8967 3.0837  -0.229
C 4.5219 -1.5729 2.6400  -0.209
N 3.9845 -2.5133 1.6644  -0.029
C 2.5436 -2.2538 1.5279  -0.166
C 1.5897 -3.0335 2.5124  -0.162
O 1.4569 -4.4421 2.2217  -0.215
C 2.5334 -5.2345 2.7439  -0.080
H 5.9683 -4.6455 4.9603  0.087
H 4.8000 -3.3012 4.9786  0.076
H 6.4818 -2.9466 5.3554  0.090
H 6.5638 -1.5424 2.2544  0.124
H 6.2254 -1.2908 3.9518  0.119
H 4.4984 -0.5345 2.3155  0.121
H 3.9372 -1.6747 3.5713  0.104
H 4.1629 -3.4556 1.9170  0.059
H 2.2679 -2.6071 0.5261  0.112
H 2.3613 -1.1850 1.5011  0.093
H 0.6235 -2.5249 2.5868  0.080
H 1.9093 -2.9303 3.5580  0.117
H 2.1490 -6.2536 2.8576  0.085
H 2.8104 -4.9153 3.7477  0.089
H 3.3004 -5.2946 1.9805  0.086
C 9.0274 3.1097 -4.9292  -0.139
O 7.6592 2.8698 -5.0130  -0.179
C 7.1705 2.4982 -6.2987  -0.207
C 5.9113 1.7082 -6.0390  -0.218
N 4.8649 2.4789 -5.3373  -0.020
C 3.6502 1.6657 -5.2800  -0.222
C 3.7772 0.5048 -4.2746  -0.238
O 4.6577 0.7404 -3.2096  -0.162
C 4.5429 -0.2444 -2.2167  -0.128
H 9.2813 3.0904 -3.8700  0.088
H 9.3759 4.0859 -5.3026  0.082
H 9.6658 2.4073 -5.4836  0.081
H 7.9434 1.8221 -6.6840  0.115
H 7.0242 3.3311 -6.9945  0.124
H 6.1471 0.7954 -5.4909  0.117
H 5.5341 1.3621 -7.0195  0.116
H 4.6176 3.1599 -6.0584  0.112
H 3.3935 1.1996 -6.2459  0.103
H 2.7640 2.2837 -5.1060  0.101
H 4.2567 -0.2258 -4.9523  0.107
H 2.8338 0.0798 -3.9189  0.111
H 5.0189 0.0896 -1.3027  0.083
H 5.1632 -1.1013 -2.5545  0.087
H 3.5756 -0.7544 -2.1587  0.075
C -2.7990 0.1146 4.8001  -0.123
O -3.2761 1.1907 4.0421  -0.190
C -3.0052 2.4304 4.6557  -0.233
C -3.5302 3.6492 3.8758  -0.212
N -2.9375 3.8454 2.5509  -0.037
C -3.3806 2.7869 1.6150  -0.201
C -3.0360 3.2168 0.1994  -0.227
O -4.1305 3.7838 -0.4950  -0.177
C -3.7956 4.8644 -1.3225  -0.125
H -3.3062 -0.7967 4.4602  0.075
H -3.1880 0.1849 5.8252  0.090
H -1.7371 -0.1383 4.7743  0.093
H -1.9651 2.6269 4.9511  0.128
H -3.4819 2.4213 5.6483  0.117
H -3.3894 4.4956 4.5483  0.119
H -4.6140 3.4580 3.7996  0.116
H -3.5019 4.6349 2.2261  0.112
H -4.4582 2.6063 1.7298  0.123
H -2.8855 1.8405 1.8122  0.094
H -2.7454 2.3161 -0.3579  0.114
H -2.1252 3.8185 0.2615  0.114
H -3.3362 5.7398 -0.8502  0.082
H -4.6908 5.2580 -1.8016  0.084
H -3.1027 4.5456 -2.1082  0.088
C -2.5589 -3.8202 5.2922  -0.083
O -3.9524 -3.7064 5.0350  -0.234
C -4.7356 -3.5529 6.1910  -0.236
C -6.0544 -4.2849 6.1027  -0.203
N -5.9636 -5.7474 6.0809  -0.032
C -5.1214 -6.2777 5.0085  -0.208
C -5.6819 -7.6629 4.6215  -0.254
O -6.8836 -7.4489 3.9317  -0.210
C -7.5215 -8.6591 3.5240  -0.084
H -2.2499 -3.1499 6.0963  0.094
H -1.9973 -3.5696 4.3948  0.061
H -2.3404 -4.8438 5.6090  0.087
H -4.9480 -2.4980 6.4021  0.123
H -4.2355 -3.8489 7.1210  0.130
H -6.6543 -3.8394 5.2942  0.117
H -6.6624 -4.0921 6.9909  0.122
H -6.8666 -6.1749 5.9153  0.102
H -4.1160 -6.5668 5.3359  0.115
H -5.0260 -5.6747 4.1042  0.091
H -5.7440 -8.3371 5.4860  0.130
H -4.9503 -8.1790 3.9742  0.114
H -6.8218 -9.1123 2.8100  0.083
H -8.4794 -8.4716 3.0522  0.086
H -7.6211 -9.3114 4.3954  0.092

No. 2
Below is a cluster of 10 separate species, C52H122N6O10 in total at a distorted geometry, with properties calculated with ωB97M-V/def2-TZVPD.

Calculated values
2S+1: 1
Relative energy (zero: lowest compared OMol25 entry of this formula, charge and spin) in eV: 0.890
Frontier orbital gap in eV: 8.5298
HOMO in eV: -8.081
SMILES string: CC1(C)CCCC(C)(C)N1O.CC1(C)CCCC(C)(C)N1O.CC1(C)CCCC(C)(C)N1O.CC1(C)CCCC(C)(C)N1O.COC[C@H](C)N.COC[C@H](C)N.CCO.CCO.CCO.CCO
Total charge: 0
E_tot in eV: -85309.5358

Each line ends with the Löwdin charge.
Geometry (Å):
C -16.0039 -17.4507 19.1303  -0.039
C -17.0748 -16.3759 18.9236  -0.425
C -17.5797 -16.4508 17.4698  -0.016
C -18.1891 -16.6678 20.0283  -0.133
C -19.1642 -15.5737 20.2700  -0.194
C -18.4399 -14.2648 20.5526  -0.145
C -17.3254 -13.8512 19.5555  -0.459
C -18.0659 -13.2408 18.3441  -0.049
C -16.5530 -12.6863 20.2718  -0.037
N -16.4479 -15.0048 19.1841  -0.100
O -15.4193 -14.6896 18.3038  -0.027
H -16.4292 -18.4352 19.3254  0.088
H -15.3919 -17.6795 18.2578  0.053
H -15.3441 -17.1668 19.9502  0.091
H -18.5842 -16.0283 17.4466  0.070
H -16.8808 -15.9792 16.7789  0.070
H -17.7941 -17.4816 17.1880  0.078
H -18.7099 -17.6075 19.8443  0.124
H -17.5997 -16.7984 20.9359  0.118
H -19.7473 -15.4311 19.3601  0.107
H -19.8303 -15.8635 21.0826  0.118
H -18.0066 -14.2282 21.5521  0.114
H -19.1974 -13.4811 20.5374  0.118
H -18.7572 -13.9436 17.8789  0.056
H -17.3568 -13.0258 17.5446  0.073
H -18.6403 -12.3201 18.4455  0.090
H -15.9839 -13.0693 21.1188  0.076
H -17.2122 -11.9025 20.6448  0.084
H -15.7858 -12.2300 19.6463  0.073
H -14.6683 -14.7783 18.8951  0.105
C -7.9961 -18.0178 7.7583  -0.025
C -9.4971 -18.4098 7.9066  -0.476
C -10.2038 -18.5268 6.5039  -0.025
C -9.4991 -19.7892 8.5327  -0.152
C -10.8552 -20.3316 9.0905  -0.162
C -11.3514 -19.2969 10.1158  -0.122
C -11.5151 -17.8650 9.4995  -0.477
C -12.7464 -17.7917 8.5885  -0.032
C -11.6704 -16.9413 10.6989  -0.041
N -10.2646 -17.5046 8.7869  -0.136
O -10.3017 -16.2075 8.3341  0.004
H -7.6618 -17.3789 8.5758  0.083
H -7.8773 -17.3011 6.9457  0.073
H -7.3017 -18.8460 7.6172  0.082
H -9.6161 -19.1634 5.8426  0.082
H -10.3306 -17.6007 5.9432  0.075
H -11.1814 -19.0081 6.5343  0.061
H -9.2141 -20.5215 7.7774  0.116
H -8.7631 -19.8147 9.3364  0.119
H -10.7416 -21.3381 9.4930  0.107
H -11.5410 -20.3980 8.2458  0.089
H -10.6982 -19.2402 10.9865  0.119
H -12.3135 -19.6742 10.4626  0.093
H -12.8237 -18.5625 7.8218  0.069
H -13.5884 -18.0475 9.2318  0.076
H -12.8662 -16.8251 8.0992  0.082
H -10.7229 -16.8168 11.2232  0.091
H -11.9257 -15.9195 10.4178  0.081
H -12.4561 -17.1345 11.4293  0.064
H -10.8182 -16.3087 7.5313  0.073
C -14.0632 -22.0054 9.2580  -0.038
C -15.4256 -22.6778 9.6299  -0.419
C -16.2718 -22.7434 8.3246  -0.026
C -14.9818 -24.1568 10.0165  -0.132
C -14.4164 -24.3113 11.4375  -0.168
C -15.3996 -23.5924 12.4416  -0.121
C -15.8123 -22.1558 12.1237  -0.477
C -17.0238 -21.7623 13.0415  -0.006
C -14.6382 -21.2796 12.4812  -0.031
N -16.2582 -22.1037 10.7309  -0.134
O -16.7115 -20.8948 10.4154  -0.035
H -13.2218 -22.2555 9.9042  0.061
H -13.8118 -22.2915 8.2367  0.081
H -14.2432 -20.9522 9.4737  0.075
H -15.6235 -22.7253 7.4486  0.075
H -16.9530 -23.5936 8.2892  0.077
H -16.8415 -21.8363 8.1229  0.064
H -15.7972 -24.8793 9.9815  0.110
H -14.1896 -24.4906 9.3463  0.113
H -14.2882 -25.3661 11.6806  0.105
H -13.4107 -23.9082 11.5568  0.094
H -14.8219 -23.5863 13.3659  0.111
H -16.2496 -24.2597 12.5845  0.115
H -16.8658 -21.9641 14.1009  0.064
H -17.9674 -22.2784 12.8643  0.073
H -17.1927 -20.6855 13.0506  0.070
H -14.7928 -20.2523 12.1513  0.069
H -13.7201 -21.4843 11.9306  0.072
H -14.4584 -21.1241 13.5450  0.081
H -17.6674 -20.9807 10.3927  0.044
C -20.5379 -17.9111 7.1179  -0.013
C -19.1879 -18.5616 6.5759  -0.429
C -19.3404 -20.0974 6.5563  -0.042
C -19.0058 -18.2485 5.0457  -0.174
C -18.6603 -16.8167 4.7610  -0.160
C -17.2113 -16.6001 5.4514  -0.087
C -17.2647 -16.8511 7.0126  -0.497
C -15.7867 -17.0050 7.4360  -0.057
C -17.8264 -15.6769 7.7868  -0.035
N -17.9752 -18.1128 7.3418  -0.088
O -18.1105 -18.3995 8.7198  -0.018
H -20.8154 -18.3939 8.0549  0.064
H -20.4452 -16.8515 7.3564  0.055
H -21.4121 -17.8438 6.4704  0.078
H -18.4006 -20.6298 6.4098  0.079
H -19.7026 -20.5126 7.4968  0.060
H -20.0549 -20.3423 5.7705  0.085
H -18.3643 -18.8963 4.4482  0.121
H -19.9628 -18.4588 4.5683  0.108
H -18.5734 -16.5284 3.7134  0.101
H -19.3654 -16.0588 5.1024  0.104
H -17.0147 -15.5327 5.3510  0.102
H -16.3899 -17.1275 4.9664  0.109
H -15.6767 -17.1926 8.5041  0.065
H -15.1609 -16.1482 7.1864  0.086
H -15.3616 -17.8536 6.8999  0.082
H -18.8806 -15.4613 7.6127  0.069
H -17.2746 -14.7947 7.4623  0.086
H -17.7057 -15.8671 8.8533  0.074
H -17.6747 -19.2464 8.8402  0.079
C -12.4707 -18.5519 18.5687  -0.108
O -13.1333 -18.4969 17.3290  -0.196
C -13.3150 -17.2017 16.7931  -0.241
C -14.1239 -17.1106 15.5512  -0.432
C -13.3424 -17.7197 14.3836  -0.032
N -14.3756 -15.6955 15.3475  0.074
H -11.4753 -18.9834 18.4631  0.088
H -12.8540 -19.4163 19.1109  0.078
H -12.5990 -17.7060 19.2440  0.094
H -13.7179 -16.5542 17.5719  0.097
H -12.2961 -16.8862 16.5687  0.132
H -14.9711 -17.7872 15.6635  0.124
H -13.7801 -17.3370 13.4617  0.053
H -13.4686 -18.8022 14.4011  0.076
H -12.2666 -17.5452 14.4011  0.087
H -14.8835 -15.3736 16.1590  0.044
H -13.5279 -15.1648 15.4885  0.095
C -19.4521 -19.5162 11.3622  -0.072
O -19.3264 -20.8458 10.8267  -0.240
C -20.4289 -21.7507 11.0552  -0.152
C -20.3460 -22.9207 10.0516  -0.435
C -21.5218 -23.8378 9.8962  -0.062
N -19.0811 -23.6195 10.2416  0.068
H -19.5668 -19.5809 12.4442  0.092
H -20.2988 -18.9281 11.0080  0.073
H -18.6186 -18.8940 11.0363  0.065
H -20.3571 -22.1372 12.0719  0.123
H -21.3751 -21.2464 10.8586  0.128
H -20.2594 -22.3557 9.1235  0.124
H -21.3474 -24.7208 9.2813  0.080
H -22.4081 -23.3368 9.5067  0.078
H -21.7794 -24.2280 10.8809  0.076
H -18.9559 -23.9317 11.1939  0.069
H -18.2603 -23.0617 10.0540  0.028
C -16.4714 -20.4280 16.4471  -0.079
C -15.4062 -21.1266 17.2772  -0.305
O -15.9508 -21.5030 18.5383  -0.072
H -17.4025 -20.9892 16.3681  0.082
H -16.0883 -20.2517 15.4420  0.048
H -16.7408 -19.4525 16.8520  0.047
H -14.6314 -20.3810 17.4557  0.086
H -14.9736 -21.9569 16.7189  0.111
H -15.2058 -21.9222 18.9752  0.077
C -22.3434 -16.7581 11.5787  -0.085
C -21.2098 -16.3558 12.5367  -0.317
O -21.8537 -15.7024 13.6178  -0.084
H -21.9654 -17.3688 10.7588  0.040
H -22.6910 -15.8652 11.0591  0.074
H -23.1684 -17.3800 11.9261  0.074
H -20.5374 -15.7369 11.9426  0.113
H -20.6363 -17.1959 12.9283  0.092
H -21.1028 -15.3783 14.1207  0.016
C -20.1737 -13.0442 15.0517  -0.061
C -18.9252 -13.8791 14.8585  -0.301
O -19.2787 -15.2473 14.7045  -0.114
H -20.8200 -13.5011 15.8011  0.082
H -20.7309 -13.2737 14.1434  0.069
H -20.0067 -11.9814 15.2269  0.082
H -18.2362 -13.8155 15.7008  0.075
H -18.3035 -13.6994 13.9814  0.116
H -18.4766 -15.7728 14.6595  0.046
C -16.2910 -17.5087 11.7968  -0.068
C -16.8641 -17.4126 13.1838  -0.332
O -16.8546 -16.1045 13.5947  -0.064
H -16.8294 -16.9400 11.0386  0.073
H -16.3696 -18.5538 11.4976  0.050
H -15.2407 -17.2178 11.7766  0.063
H -16.3019 -18.0348 13.8801  0.099
H -17.8700 -17.8267 13.1153  0.100
H -16.0624 -15.9704 14.1200  0.047

Q: Among the records above, which one has the highest relative energy (zero: lowest compared OMol25 entry of this formula, charge and spin)?
A: C52H122N6O10

Q: Look up the total charge of the first one.
A: +1

Q: Look up the relative energy (zero: lowest compared OMol25 entry of this formula, charge and spin) of the first one.
A: 0.000 eV